A molecular structure, C26H24BrCl2FGaN4O7 in a non-equilibrium geometry, computed with ωB97M-V/def2-TZVPD.

As for the lowest unoccupied orbital energy (alpha / beta): 1.5192 / 1.5267 eV. Its net charge is -1. As for the HOMO-LUMO gap (alpha / beta): 0.13748 / 0.27316 Eh. The HOMO energy (alpha / beta) comes out at -2.222 / -5.906 eV. As for the total energy: -197825.609 eV.

Structure (XYZ):
```
66
Properties=species:S:1:pos:R:3:forces:R:3:nbo_charge:R:1
Br 0.063 -5.112 1.788 -0.112 -0.063 0.028 0.030
Ga -0.097 0.395 0.098 0.101 -0.883 0.015 1.823
Cl 2.684 -2.837 0.997 0.130 0.130 0.036 -0.044
Cl 3.593 -2.644 -1.761 0.127 0.105 -0.122 -0.047
F 6.269 0.916 -2.243 0.353 -0.104 -0.198 -0.337
O -4.071 -0.510 -0.016 0.150 -0.038 -0.115 -0.649
O 0.786 0.302 4.029 0.008 -0.005 -0.120 -0.649
O 0.262 -3.051 -1.931 -0.084 0.188 0.022 -0.632
O 0.761 -1.256 -0.657 0.054 0.961 0.275 -0.820
O 1.967 0.927 0.110 0.169 0.034 -0.130 -0.677
O -1.841 -0.398 -0.132 0.158 0.302 -0.045 -0.854
O 0.162 -0.137 1.937 -0.436 0.321 -0.350 -0.821
N 8.369 0.600 -0.161 -0.467 -0.115 -0.250 -0.445
N 4.758 0.266 2.999 -0.327 -0.181 0.114 -0.363
N -3.838 -4.627 0.601 -0.040 -0.041 -0.024 -0.422
N 9.816 -1.399 -1.681 -0.538 0.210 0.154 -0.830
C 6.524 0.492 1.358 0.078 0.033 -0.303 -0.303
C 3.425 0.241 3.284 0.398 0.071 -0.044 0.138
C 2.789 0.656 0.998 -0.307 -0.110 0.251 0.620
C 4.629 0.777 -0.628 -0.033 -0.026 0.318 -0.171
C 0.933 -2.405 -1.147 0.211 -0.637 -0.162 0.786
C -3.896 -3.328 0.311 0.031 -0.035 0.065 0.058
C 9.111 -0.479 0.491 -0.017 -0.167 0.012 -0.236
C 5.715 0.016 4.042 0.181 0.054 0.157 -0.062
C 8.950 0.889 -1.463 -0.016 -0.172 -0.253 -0.240
C -1.614 -2.971 0.912 -0.119 0.040 -0.028 -0.161
C 5.175 0.456 1.690 -0.262 -0.027 -0.102 0.204
C 2.254 -3.136 -0.699 -0.401 0.190 0.060 -0.298
C 5.444 -1.068 5.040 -0.104 0.012 0.029 -0.413
C -2.955 -0.998 0.072 -0.148 -0.199 0.302 0.806
C -1.557 -4.319 1.194 0.010 -0.087 0.066 -0.126
C 9.199 -1.742 -0.369 -0.127 0.411 0.155 -0.316
C 6.514 -1.256 4.009 0.036 -0.081 -0.075 -0.428
C 2.444 0.392 2.367 -0.261 0.055 -0.221 -0.324
C -0.611 2.236 -0.334 -0.391 -0.573 0.459 -0.832
C 1.017 0.211 2.834 0.179 -0.131 0.346 0.801
C -2.820 -2.462 0.451 0.060 0.075 -0.090 -0.160
C 5.960 0.755 -0.935 -0.199 0.142 -0.169 0.298
C -2.680 -5.114 1.036 -0.038 0.018 -0.028 0.002
C 4.204 0.623 0.691 0.530 0.128 -0.152 -0.178
C 9.022 -0.346 -2.374 -0.104 0.401 0.318 -0.305
C 6.961 0.607 0.035 0.514 -0.026 0.659 0.199
H 8.032 -0.746 -2.550 -0.152 -0.082 -0.112 0.222
H -2.648 -6.173 1.266 0.051 0.012 -0.004 0.191
H 2.127 -4.204 -0.824 -0.028 -0.002 0.018 0.235
H 3.883 0.891 -1.403 0.043 0.004 -0.041 0.268
H -0.767 -2.312 1.045 0.048 -0.074 0.008 0.260
H 4.534 -1.641 4.931 0.017 -0.010 -0.054 0.237
H 7.550 -1.223 4.317 -0.003 0.068 0.012 0.217
H 6.308 -1.940 3.196 -0.065 0.017 0.012 0.234
H 10.119 -0.127 0.718 -0.008 0.045 0.005 0.210
H 9.817 -2.506 0.106 0.071 -0.019 -0.053 0.222
H 9.908 -2.259 -2.286 0.211 -0.115 -0.089 0.289
H 9.972 1.240 -1.296 -0.023 0.062 0.044 0.206
H 9.492 -0.119 -3.331 0.153 -0.054 0.038 0.225
H 6.218 0.905 4.406 -0.008 -0.004 -0.015 0.212
H -0.537 2.919 0.513 0.205 0.210 -0.239 0.165
H 10.794 -1.029 -1.509 0.296 -0.241 -0.159 0.235
H -4.843 -2.949 -0.053 0.021 0.055 0.016 0.210
H 3.165 0.086 4.321 -0.059 -0.020 -0.004 0.245
H 8.200 -2.135 -0.549 0.057 -0.108 -0.079 0.218
H 5.731 -0.881 6.065 0.028 0.026 -0.012 0.224
H -1.526 2.374 -0.904 0.165 0.142 -0.169 0.177
H 7.268 0.460 2.138 -0.054 -0.011 0.022 0.223
H 8.403 1.688 -1.954 -0.019 -0.032 -0.006 0.236
H 8.625 -0.741 1.427 0.106 -0.049 0.003 0.221
```
Forces are in eV/Å.

12 unconnected molecules or ions with the total composition C6H39N2O11 in a non-equilibrium geometry, computed with ωB97M-V/def2-TZVPD.

As for the lowest unoccupied orbital energy: -2.5683 eV. Its net charge is +1. As for the HOMO-LUMO gap: 0.33582 Eh. The HOMO energy comes out at -11.707 eV. As for the total energy: -32349.894 eV.

Structure (XYZ):
```
58
Properties=species:S:1:pos:R:3:forces:R:3:nbo_charge:R:1
O 2.365 -2.019 2.476 -1.645 -2.486 3.369 -0.981
O 0.142 -0.828 -3.133 -1.284 -0.853 1.158 -1.012
O -2.489 -0.670 -3.713 0.935 0.582 0.871 -0.969
O 1.944 -1.826 -1.762 -0.114 0.893 1.976 -0.971
O -3.629 -0.265 -1.334 4.166 0.234 0.247 -0.986
O 0.861 3.237 2.974 -0.587 1.593 -2.237 -0.944
O -2.209 1.995 -1.589 -0.086 0.152 2.289 -0.976
O 1.033 -3.897 -0.267 1.830 0.188 0.266 -0.979
O 3.248 0.510 2.189 1.075 -0.287 1.592 -0.998
O -2.848 -3.683 0.121 4.711 -0.140 0.091 -0.952
O -1.252 -3.013 -1.578 1.304 1.124 -0.258 -0.996
N -0.202 0.350 1.546 -1.162 0.488 -0.885 -0.679
N 1.830 2.423 0.550 -0.544 1.176 0.621 -0.602
C -0.015 0.715 0.124 -1.649 1.151 -0.767 -0.320
C 0.392 2.190 0.075 -0.816 -0.810 -0.953 -0.263
C -1.658 0.331 1.942 -0.082 0.770 -1.744 -0.234
C 2.358 3.945 -1.372 -0.872 -3.864 -2.643 -0.627
C -1.828 -0.519 3.167 -3.221 -2.377 -2.076 -0.645
C 2.875 2.752 -0.606 0.585 0.239 3.114 -0.195
H -3.220 -0.407 -2.225 -0.482 -0.462 0.216 0.509
H -2.001 2.215 -2.457 0.377 0.518 -2.459 0.469
H 3.877 3.070 -0.097 -1.897 -0.769 -0.527 0.227
H 0.976 -0.365 -2.948 -0.767 -0.666 0.265 0.495
H 2.264 4.746 -0.772 -0.669 2.706 2.364 0.220
H -0.465 2.675 0.623 1.643 0.098 0.184 0.254
H 3.929 0.375 2.921 -1.247 0.455 -1.602 0.493
H -1.040 -0.842 3.751 2.044 0.397 1.286 0.215
H 2.102 1.496 0.988 0.138 1.690 0.114 0.479
H -1.507 -3.786 -2.056 -0.169 -0.816 -0.747 0.482
H 2.385 -2.033 -2.544 1.217 -0.342 -2.229 0.469
H 2.227 -2.294 3.530 0.476 0.950 -4.356 0.498
H 1.385 3.680 -1.885 1.279 0.727 0.383 0.216
H -2.300 -0.010 1.058 0.942 -0.391 1.117 0.200
H 3.099 4.227 -2.081 0.482 0.105 -0.980 0.241
H -4.521 -0.350 -1.408 -3.920 -0.312 -0.467 0.472
H -2.732 -1.189 -4.440 -1.440 -1.042 -1.747 0.477
H 2.700 -0.294 2.274 0.252 -0.007 -0.145 0.504
H 3.061 1.748 -1.005 -0.237 0.624 -0.816 0.227
H 1.220 3.268 3.816 1.146 0.298 2.611 0.483
H -2.157 -1.505 2.735 0.464 0.306 0.192 0.200
H -1.544 -0.902 -3.703 0.473 0.761 0.617 0.512
H 0.506 -0.025 -0.438 1.682 -0.333 -0.003 0.222
H 1.874 -2.728 1.952 0.977 1.317 0.949 0.504
H -3.736 -3.686 0.193 -4.536 -0.402 1.066 0.493
H 0.246 -0.543 1.698 -0.399 -0.231 0.223 0.370
H -2.817 1.246 -1.603 -0.364 -0.084 0.122 0.496
H -0.113 -1.450 -2.344 1.245 1.669 -2.010 0.524
H 0.627 2.344 2.837 -0.709 -2.019 -0.274 0.487
H -2.120 1.349 1.989 1.136 -0.234 0.658 0.200
H 0.904 -4.513 0.429 0.036 -1.038 0.797 0.475
H -2.728 -0.381 3.745 0.006 0.964 0.512 0.235
H -2.344 -4.177 0.791 -1.119 0.243 -0.262 0.500
H 1.742 3.223 1.320 0.683 -2.184 -1.461 0.481
H 1.796 -2.681 -1.378 -0.052 -0.811 0.842 0.495
H -0.899 0.755 -0.625 0.403 -0.255 2.094 0.268
H 0.178 -3.642 -0.550 -2.000 0.664 -0.891 0.496
H -1.989 -2.894 -0.964 -0.190 0.142 0.206 0.509
H 0.215 2.555 -0.938 0.551 -0.011 0.122 0.228
```
Forces are in eV/Å.

6 unconnected molecules or ions with the total composition C39H83N4O in a non-equilibrium geometry, computed with ωB97M-V/def2-TZVPD.

As for the lowest unoccupied orbital energy: -4.9122 eV. Its net charge is +1. As for the HOMO-LUMO gap: 0.25890 Eh. The HOMO energy comes out at -11.957 eV. As for the total energy: -49784.378 eV.

Structure (XYZ):
```
127
Properties=species:S:1:pos:R:3:forces:R:3:lowdin_charge:R:1
O -7.287 3.452 0.138 3.569 -1.069 -2.998 -0.140
N -2.902 0.024 0.802 -0.073 2.132 -0.470 0.248
N -2.071 2.025 1.843 -1.385 -0.276 -0.967 0.077
N -4.097 2.008 0.183 2.494 0.059 1.770 0.022
N -0.199 1.873 0.269 -0.200 3.989 -0.701 0.074
C 9.523 7.848 -6.946 0.084 0.007 0.056 -0.228
C -7.207 -0.077 3.821 -0.159 0.015 -0.077 -0.257
C 4.898 3.025 -0.521 -0.125 -0.082 -0.098 -0.274
C -1.179 -9.949 0.555 0.134 0.010 -0.067 -0.231
C -1.776 -10.978 -0.411 -0.079 -0.022 0.068 -0.229
C -7.478 2.178 5.048 0.068 -0.011 -0.033 -0.229
C 8.733 7.398 -5.712 -0.128 0.016 -0.045 -0.235
C 7.482 3.128 -2.272 0.012 -0.009 -0.127 -0.267
C -3.032 1.362 0.955 0.073 -0.774 -0.358 -0.223
C 0.707 2.507 -0.621 -2.037 3.087 1.235 -0.079
C 9.175 9.245 -7.461 0.021 -0.083 -0.115 -0.272
C -1.091 2.735 0.941 0.690 1.681 -0.680 -0.264
C -1.828 -4.804 0.818 -0.126 0.064 -0.159 -0.264
C -8.081 1.150 4.085 -0.054 0.039 0.034 -0.220
C -7.118 1.634 6.432 -0.073 0.162 0.004 -0.273
C -8.326 1.121 7.203 0.098 -0.104 0.144 -0.108
C -4.654 3.217 0.861 -2.357 2.059 -2.285 -0.120
C -0.259 5.029 -0.047 -0.313 -5.804 0.825 0.010
C -3.833 -4.721 2.443 0.025 0.078 -0.002 -0.233
C 7.533 4.591 -2.694 0.146 0.041 0.068 -0.114
C -2.033 -11.010 2.706 0.112 -0.110 0.155 -0.107
C -3.286 -5.779 3.402 -0.150 0.034 0.037 -0.265
C 6.184 2.432 -2.681 -0.005 -0.107 0.025 -0.226
C 4.913 3.011 -2.051 0.027 0.168 -0.007 -0.237
C 10.280 8.416 -3.965 -0.034 0.174 0.135 -0.111
C -1.212 -3.487 1.268 0.205 -0.117 0.091 -0.114
C -6.719 2.441 -0.948 1.571 4.487 2.219 -0.016
C -5.880 0.269 3.159 0.191 -0.138 -0.038 -0.125
C 8.856 8.318 -4.496 0.024 -0.176 0.023 -0.273
C -0.898 -12.202 -0.673 -0.054 0.033 -0.127 -0.271
C -0.823 -10.493 1.940 -0.098 0.157 -0.006 -0.267
C 0.431 -11.854 -1.330 0.076 -0.155 0.012 -0.114
C -5.856 3.709 -0.274 -1.423 -2.982 0.156 -0.179
C 4.968 1.631 0.087 0.049 0.093 0.223 -0.110
C -1.240 4.265 0.921 3.019 -0.918 -2.741 0.006
C -3.706 -7.194 3.028 0.121 -0.091 0.112 -0.107
C 7.729 9.368 -7.922 -0.005 0.176 -0.029 -0.115
C 0.679 4.035 -0.804 -1.003 0.130 1.232 -0.034
C -3.347 -4.846 0.995 -0.004 -0.122 0.050 -0.228
H -8.191 3.003 5.164 0.057 -0.064 0.001 0.114
H -5.270 0.920 3.792 -0.007 0.007 0.006 0.065
H 9.069 6.392 -5.434 -0.003 0.063 0.019 0.103
H 5.716 3.639 -0.133 -0.032 -0.006 -0.070 0.103
H 10.960 8.838 -4.708 -0.007 -0.044 0.054 0.067
H -9.064 1.915 7.342 0.003 -0.070 -0.034 0.079
H 4.125 1.019 -0.246 0.065 -0.042 -0.016 0.066
H -2.195 -5.720 3.460 -0.031 0.042 -0.025 0.101
H -6.569 1.386 -0.562 -0.303 1.659 -0.697 0.104
H -9.050 0.816 4.466 0.047 0.023 -0.004 0.106
H -5.306 -0.642 2.970 0.034 0.028 -0.021 0.060
H -3.796 -4.036 0.408 0.017 -0.017 -0.027 0.102
H 1.438 4.486 -1.539 -1.325 -0.821 1.261 0.101
H -2.746 -11.314 -0.034 0.015 0.037 0.008 0.101
H -4.928 -4.769 2.445 0.069 -0.018 0.015 0.111
H -1.596 -4.954 -0.243 -0.015 -0.037 0.106 0.109
H -1.982 -10.477 -1.364 0.025 -0.042 0.026 0.109
H 7.437 4.685 -3.779 -0.037 0.040 0.057 0.073
H 7.638 3.052 -1.192 -0.041 -0.042 -0.034 0.100
H 10.654 7.430 -3.674 0.028 0.042 -0.052 0.073
H -8.290 1.650 3.132 0.008 -0.040 0.022 0.108
H -0.264 6.154 -0.195 0.099 -1.771 0.217 0.107
H 0.270 -11.353 -2.289 0.038 0.020 0.063 0.075
H -3.726 -5.775 0.561 -0.014 0.047 0.027 0.104
H 8.488 5.033 -2.402 -0.079 0.054 -0.054 0.072
H 8.213 7.928 -3.698 -0.012 0.038 -0.062 0.097
H 1.038 -11.202 -0.697 -0.013 -0.019 -0.056 0.065
H -5.601 4.644 -0.980 -0.830 -2.111 1.918 0.164
H -1.633 -2.649 0.702 0.007 0.010 -0.035 0.046
H 4.053 2.432 -2.411 0.023 -0.015 0.022 0.098
H 7.518 8.659 -8.727 -0.031 0.011 0.070 0.075
H 1.454 1.894 -1.243 -1.413 0.904 1.299 0.118
H 4.928 1.694 1.178 0.005 -0.097 -0.082 0.073
H 10.594 7.809 -6.729 -0.030 -0.025 0.016 0.101
H -1.730 -11.362 3.696 -0.110 0.007 -0.060 0.073
H -3.312 -7.907 3.757 -0.069 0.006 -0.105 0.070
H 7.540 10.375 -8.304 -0.067 -0.078 0.002 0.070
H -3.327 -7.482 2.045 -0.041 -0.027 0.041 0.055
H -2.511 2.700 2.484 0.166 -0.294 -0.578 0.119
H -7.022 -0.627 4.748 -0.012 0.060 -0.031 0.104
H -1.377 -3.304 2.332 0.020 0.009 -0.034 0.068
H 7.674 7.297 -5.971 0.056 0.001 -0.024 0.099
H -5.211 3.010 1.832 1.043 0.016 -1.281 0.125
H 1.007 -12.763 -1.519 0.026 0.100 -0.024 0.071
H -6.581 2.621 4.599 -0.031 0.009 -0.019 0.090
H -7.756 -0.762 3.165 0.048 0.048 0.083 0.110
H 6.082 2.480 -3.771 0.025 0.012 0.056 0.111
H -1.894 -9.125 0.669 0.017 -0.041 0.030 0.093
H -3.579 -3.727 2.831 -0.004 -0.006 -0.013 0.089
H 9.354 7.121 -7.748 0.001 0.053 0.021 0.110
H -0.360 -9.688 2.521 0.028 -0.054 -0.052 0.103
H -3.953 4.116 0.889 -0.740 -1.395 0.327 0.092
H -8.020 0.769 8.192 -0.107 0.016 -0.072 0.074
H -3.787 2.275 -0.766 -0.254 -0.459 0.467 0.155
H 8.479 9.319 -4.728 -0.005 -0.050 -0.043 0.099
H -0.716 -12.753 0.255 -0.050 0.052 -0.008 0.099
H 7.026 9.186 -7.106 0.011 -0.005 -0.057 0.064
H 9.833 9.479 -8.306 -0.022 -0.014 0.107 0.106
H -6.652 2.439 7.010 0.018 -0.063 -0.064 0.106
H -2.773 -10.216 2.843 -0.016 -0.065 -0.041 0.057
H -6.367 0.842 6.352 -0.005 0.022 -0.037 0.097
H 6.262 1.368 -2.436 -0.041 0.020 -0.006 0.102
H 4.756 4.033 -2.414 0.038 -0.051 -0.016 0.099
H -0.070 -11.284 1.862 -0.020 0.045 -0.051 0.100
H -2.010 4.827 1.558 1.360 -1.113 -1.031 0.100
H 10.310 9.061 -3.083 0.086 -0.065 -0.061 0.071
H -8.810 0.287 6.689 -0.014 0.048 0.048 0.067
H -1.444 -12.888 -1.331 0.017 0.049 0.098 0.106
H -6.888 2.769 -2.021 -0.570 -1.059 1.581 0.107
H 3.971 3.505 -0.187 0.057 0.047 0.008 0.088
H -1.354 -5.633 1.351 -0.064 0.040 -0.007 0.103
H -2.994 -0.329 -0.160 -0.898 -0.173 0.872 0.150
H 6.739 5.177 -2.224 0.039 0.007 -0.045 0.066
H 5.895 1.119 -0.181 -0.082 -0.006 0.011 0.070
H -4.795 -7.287 3.020 0.052 -0.017 -0.051 0.081
H -6.042 0.770 2.199 -0.035 0.021 0.007 0.053
H -2.773 -0.642 1.575 1.050 0.741 -0.510 0.143
H 8.322 2.601 -2.738 -0.093 0.006 0.075 0.109
H -3.657 -5.560 4.409 0.066 0.028 -0.064 0.108
H -0.282 -9.504 0.110 -0.054 -0.033 -0.011 0.100
H -0.133 -3.498 1.096 -0.071 0.136 0.034 0.077
H -2.513 -11.844 2.190 -0.008 0.053 0.043 0.069
H 9.383 10.001 -6.697 0.022 -0.066 0.003 0.099
```
Forces are in eV/Å.

Among the records above, which one has the lowest total energy? C26H24BrCl2FGaN4O7

Which value of total energy does entry 2 give? -32349.894 eV

Look up the total energy of the second one. -32349.894 eV